[1]
This record from OMol25 describes C4H2NO4 as an isolated structure in a non-equilibrium geometry. The level of theory is ωB97M-V/def2-TZVPD.

Computed properties:
Energy above the lowest of the compared OMol25 structures with the same formula, charge and spin (eV): 0.844
Frontier orbital gap (Eh): 0.299
Molar mass (g mol⁻¹): 128.1
LUMO level (eV): 3.85

Structure (ORCA input):
```
! wB97M-V def2-TZVPD RIJCOSX def2/J DEFGRID3
* xyz -1 1
C -0.553 -1.503 0.790
C 1.566 -0.149 -0.305
C -0.827 0.633 -0.866
C -0.237 -0.149 0.575
N -0.833 -2.610 0.813
O -1.076 0.031 -1.899
O 2.635 0.275 0.079
O -1.013 1.805 -0.559
O -0.365 0.744 1.522
H 1.249 -0.763 -1.241
H -0.545 1.688 1.091
*
```


[2]
This record from OMol25 describes C4H2NO4P as an isolated structure in a non-equilibrium geometry. The level of theory is ωB97M-V/def2-TZVPD.

Computed properties:
Energy above the lowest of the compared OMol25 structures with the same formula, charge and spin (eV): 1.456
Frontier orbital gap (Eh): 0.325
Molar mass (g mol⁻¹): 159.0
LUMO level (eV): -1.74

Structure (ORCA input):
```
! wB97M-V def2-TZVPD RIJCOSX def2/J DEFGRID3
* xyz 0 1
C 1.837 -0.795 0.067
C 1.993 0.594 -0.048
C 0.382 -0.646 0.158
C 0.508 0.816 -0.016
N -0.375 1.715 0.096
O -3.233 -0.581 0.841
O -0.620 -1.284 0.381
O -2.121 -0.684 -1.545
O -1.637 1.279 0.280
P -2.232 -0.234 -0.142
H 2.617 -1.505 0.051
H 2.881 1.325 -0.121
*
```


[3]
This record from OMol25 describes a 2-piece molecular cluster, C4H2O overall in a non-equilibrium geometry. The level of theory is ωB97M-V/def2-TZVPD.

Computed properties:
Energy above the lowest of the compared OMol25 structures with the same formula, charge and spin (eV): 5.438
Frontier orbital gap (Eh): 0.299
Molar mass (g mol⁻¹): 66.1
LUMO level (eV): -2.31

Structure (ORCA input):
```
! wB97M-V def2-TZVPD RIJCOSX def2/J DEFGRID3
* xyz 0 1
C -1.357 -0.085 -0.525
C -2.563 -0.012 -0.365
C 0.881 0.516 0.503
C -0.081 -0.328 -0.179
O 0.867 0.972 1.581
H 1.560 0.639 -0.351
H 0.694 -1.701 -0.664
*
```


[4]
This record from OMol25 describes a single C4H2O2 molecule. The level of theory is ωB97M-V/def2-TZVPD.

Computed properties:
Energy above the lowest of the compared OMol25 structures with the same formula, charge and spin (eV): 0.918
SMILES: O=CC#CC=O
Frontier orbital gap (Eh): 0.354
Molar mass (g mol⁻¹): 82.1
LUMO level (eV): -1.20

Structure (ORCA input):
```
! wB97M-V def2-TZVPD RIJCOSX def2/J DEFGRID3
* xyz 0 1
O 2.798 -1.136 0.236
C 1.789 -0.490 0.235
C 0.487 -0.790 -0.374
C -0.656 -0.391 -0.442
C -1.775 0.519 -0.215
O -1.576 1.484 0.486
H 1.682 0.484 0.752
H -2.749 0.320 -0.678
*
```


DFT total energy values (in eV) by entry order: -13859.995, -23146.491, -6219.421, -8271.610.